1.
Molecular formula: C54H39BCl5F2N7NaO4S
Method: DFT, wB97M-V/def2-TZVPD

The HOMO energy (alpha / beta) comes out at -1.33 / -1.33 eV. Its net charge is -1. Its orbital gap (alpha / beta) is 2.80 / 2.79 eV.

Geometry (Å):
Na  -0.33720  -0.19330  0.06670
Cl  2.54660  1.41210  -1.12160
C  2.38660  2.75260  0.00700
Cl  1.62180  2.18320  1.50080
H  1.73940  3.50500  -0.44140
H  3.38060  3.13710  0.23350
F  2.33880  -5.59560  -0.74340
C  1.62940  -4.58660  -1.32280
C  0.52780  -4.07620  -0.68900
C  -0.25390  -3.07390  -1.27690
C  0.14260  -2.55290  -2.55620
C  1.28890  -3.11140  -3.14000
F  1.76110  -2.61500  -4.31780
C  2.03760  -4.11430  -2.57600
C  -0.59820  -1.48530  -3.18490
C  -0.73660  -1.40950  -4.58450
C  -1.47650  -0.40210  -5.14920
C  -2.10550  0.51610  -4.30530
C  -1.93460  0.36170  -2.94220
N  -1.19460  -0.57500  -2.37880
H  0.23490  -4.47530  0.27000
H  2.91670  -4.49640  -3.06730
H  -0.29280  -2.17070  -5.20510
H  -1.59170  -0.33850  -6.22260
H  -2.70670  1.31780  -4.70210
H  -2.43670  1.03180  -2.25750
C  6.77720  -5.81090  10.59890
O  5.86100  -4.75160  10.65550
C  5.27510  -4.33600  9.48180
C  4.32460  -3.31530  9.60450
C  3.67740  -2.82650  8.49920
C  3.95710  -3.32770  7.21660
C  4.90810  -4.35050  7.10860
C  5.55600  -4.84970  8.22170
C  3.27300  -2.77840  6.08450
N  2.28190  -1.90120  6.14160
C  1.94670  -1.62650  4.85880
C  2.76040  -2.34720  3.98060
N  3.59420  -3.07820  4.77730
C  2.68700  -2.22360  2.58040
C  3.55970  -2.84460  1.69240
C  3.43370  -2.59530  0.34180
C  2.41100  -1.73900  -0.07270
N  1.54770  -1.16210  0.72370
C  1.65330  -1.37140  2.06210
C  0.75680  -0.69970  2.93640
N  -0.24370  0.04440  2.39240
C  -1.00300  0.75510  3.20290
C  -0.86550  0.80000  4.58460
C  0.11390  0.00740  5.17090
C  0.92680  -0.76400  4.35530
H  7.08240  -5.99540  11.62860
H  7.66100  -5.55310  10.00470
H  6.31960  -6.71790  10.18890
H  4.12630  -2.92620  10.59140
H  2.94350  -2.04190  8.58570
H  5.14510  -4.77870  6.14510
H  6.28310  -5.63810  8.09100
H  4.28800  -3.73320  4.46510
H  4.33130  -3.50660  2.06090
H  4.10300  -3.03870  -0.37690
H  2.30010  -1.51950  -1.12590
H  -1.76590  1.35150  2.71490
H  -1.49760  1.43790  5.18390
H  0.27110  -0.01640  6.23870
O  -2.81010  -2.44980  -1.17350
B  -1.57440  -2.72200  -0.57980
O  -1.72630  -2.80650  0.80800
C  -3.03360  -2.57960  1.05510
C  -3.70940  -2.54770  2.25870
C  -5.07680  -2.30280  2.20900
C  -5.73660  -2.10770  1.00680
C  -5.06020  -2.13030  -0.20740
C  -3.69950  -2.36430  -0.16170
H  -3.20160  -2.72000  3.19460
H  -5.64090  -2.25510  3.13030
H  -6.80280  -1.93040  1.00760
H  -5.56800  -1.98180  -1.14650
Cl  -0.37420  4.59230  5.06740
C  -1.09520  5.06570  3.57490
C  -0.29810  5.20590  2.43580
C  -0.89560  5.56410  1.24620
C  -2.26220  5.80360  1.15070
C  -2.89630  6.10370  -0.18790
C  -3.50650  4.79940  -0.75930
N  -2.49730  3.78650  -0.84020
C  -1.47970  3.76060  -1.74750
C  -0.68410  2.71280  -1.38970
N  -1.18770  2.10390  -0.28010
C  -2.26530  2.77760  0.02520
O  -1.94710  6.57330  -1.12130
C  -1.90530  7.98120  -1.26010
C  -3.13700  8.52860  -1.91410
C  -3.49460  8.22120  -3.20940
Cl  -2.62460  7.21680  -4.28880
S  -4.98710  8.97620  -3.69310
C  -5.13110  9.69580  -2.12240
C  -4.09040  9.36290  -1.30320
C  -3.03040  5.66210  2.31580
Cl  -4.73900  5.94750  2.26440
C  -2.46030  5.29460  3.51910
H  0.76170  5.01970  2.48850
H  -0.30240  5.66460  0.35010
H  -3.71170  6.83380  -0.07680
H  -3.89580  5.00300  -1.76060
H  -4.31550  4.45610  -0.11140
H  -1.41460  4.48560  -2.53230
H  0.18430  2.33510  -1.88740
H  -2.90940  2.55960  0.85340
H  -1.02750  8.16100  -1.88700
H  -1.75310  8.45690  -0.28260
H  -5.98120  10.30960  -1.90880
H  -4.00270  9.71130  -0.28910
H  -3.06810  5.18330  4.40270

Force components x, y, z for each atom (eV/Å):
Na -0.4 0.3 -0.3
Cl 0.2 0.0 -0.4
C -0.1 0.0 0.4
Cl 0.3 0.4 -0.1
H 0.1 -0.1 0.1
H -0.2 0.0 -0.1
F 0.1 0.0 -0.1
C -0.8 0.1 0.5
C 0.6 -0.5 0.1
C -0.7 0.4 0.1
C -0.4 0.4 -0.4
C 0.3 -0.5 0.1
F -0.1 0.0 0.0
C 0.0 0.2 -0.3
C 0.7 -0.5 0.1
C -0.1 0.2 -0.5
C 0.2 -0.3 0.1
C -0.1 0.3 0.0
C -0.3 0.1 -0.2
N 0.0 0.1 0.4
H 0.1 -0.1 0.2
H 0.1 0.0 -0.1
H 0.1 0.0 0.0
H 0.0 0.0 -0.1
H -0.1 0.1 0.0
H -0.1 0.1 0.0
C 0.2 -0.2 0.0
O -0.4 0.4 -0.3
C -0.1 0.1 0.1
C 0.4 -0.3 0.2
C 0.1 -0.1 -0.4
C 0.7 -0.6 0.9
C -0.6 0.6 -0.1
C 0.3 -0.2 0.5
C -0.7 0.6 -1.0
N 0.6 -0.5 0.7
C 0.8 -0.7 -1.0
C -0.7 0.6 1.0
N -0.1 0.1 0.4
C 0.4 -0.4 -1.1
C -0.4 0.3 0.7
C 0.0 0.2 -0.6
C 0.5 -0.3 0.0
N 0.1 0.0 -0.4
C -0.1 0.1 1.2
C 0.9 -0.7 0.0
N -0.6 0.1 -0.4
C -0.1 0.2 0.5
C -0.6 0.5 -0.4
C 0.8 -0.7 -0.1
C -0.7 0.6 0.4
H 0.0 0.0 -0.1
H 0.0 0.0 0.0
H 0.0 0.0 0.0
H -0.1 0.1 0.1
H -0.1 0.1 0.0
H 0.0 0.0 -0.1
H 0.0 0.0 0.0
H 0.0 0.1 0.0
H 0.1 -0.1 0.0
H 0.0 -0.1 -0.1
H 0.0 -0.1 -0.2
H -0.2 0.1 0.0
H -0.1 0.1 0.0
H 0.0 0.0 0.1
O -0.3 0.1 -0.4
B 1.1 -0.7 -0.8
O 0.3 0.0 0.5
C -0.9 0.2 -0.1
C 0.3 -0.1 -0.2
C -0.2 0.1 0.1
C -0.2 0.1 0.0
C 0.4 -0.1 -0.2
C -0.2 0.0 0.7
H 0.1 0.0 0.1
H 0.0 0.0 0.1
H -0.1 0.0 0.0
H 0.0 0.0 -0.1
Cl 0.0 0.0 0.1
C 0.3 0.1 -0.5
C -0.4 -0.1 0.6
C -0.2 0.1 -0.1
C -0.3 0.1 0.5
C -0.5 -0.2 0.0
C 0.0 0.6 0.1
N -0.1 -0.2 -0.1
C 0.5 -0.1 -0.3
C -0.1 0.4 -0.2
N -0.1 -0.2 0.2
C 0.0 -0.4 0.3
O 0.0 -0.1 0.0
C 0.2 0.0 0.1
C 0.2 -0.6 -1.0
C -0.4 0.4 0.4
Cl 0.0 0.0 0.0
S 0.7 -0.1 0.9
C 0.3 -0.4 -0.4
C -0.7 0.5 -0.2
C 0.6 0.1 -0.6
Cl -0.3 0.0 0.0
C 0.1 -0.1 0.1
H 0.1 -0.1 0.0
H 0.1 0.0 -0.1
H 0.1 -0.2 0.0
H 0.0 0.0 0.1
H 0.1 0.0 -0.1
H 0.0 0.1 -0.2
H 0.2 -0.1 -0.2
H -0.2 0.0 0.2
H -0.1 0.1 0.1
H 0.0 0.0 -0.1
H -0.2 0.2 0.1
H 0.0 0.1 0.2
H -0.1 0.0 0.1

Mulliken atomic charge list, values in e, 5 entries: 1.090, -0.116, -0.411, 0.009, 0.136

2.
Molecular formula: C54H42ClN12O3RbS
Method: DFT, wB97M-V/def2-TZVPD

The HOMO energy (alpha / beta) comes out at -1.92 / -0.58 eV. Its net charge is -2. Its orbital gap (alpha / beta) is 4.87 / 3.55 eV.

Geometry (Å):
Rb  14.82595  16.91718  10.19434
C  19.51893  15.74085  8.92935
C  18.15096  15.68226  8.70844
N  17.39195  16.78148  8.66807
C  18.05298  17.95215  8.66339
C  19.44163  18.00114  8.93931
N  20.15354  16.91414  9.10148
C  17.32860  19.16746  8.35582
C  18.02398  20.20239  7.70692
C  17.36992  21.37025  7.31762
C  15.96355  21.37619  7.51171
C  15.39563  20.31652  8.21615
N  16.01585  19.20694  8.66348
C  13.98444  20.41448  8.46672
C  13.30715  21.63282  8.46025
N  11.97195  21.80423  8.50060
C  11.31739  20.64920  8.67622
C  11.96292  19.40739  8.72946
N  13.27753  19.27828  8.64741
C  18.10760  22.49776  6.68594
C  19.47015  22.38550  6.39564
C  20.08401  23.45832  5.79498
N  19.52391  24.62640  5.56898
C  18.19033  24.73830  5.79796
C  17.46859  23.70773  6.33119
H  20.16333  14.82592  9.00467
H  17.72614  14.69278  8.55882
H  19.98950  18.95812  9.03532
H  19.11610  20.10875  7.56937
H  15.43836  22.27125  7.14448
H  13.84666  22.58719  8.50992
H  10.24090  20.77214  8.80876
H  11.38985  18.48002  8.82568
H  20.05145  21.52414  6.69891
H  21.12669  23.38668  5.47043
H  17.70709  25.72349  5.63334
H  16.39622  23.81686  6.40201
C  18.87901  17.09850  13.49164
C  18.56223  18.04464  14.45623
C  17.33618  18.69265  14.44503
C  16.38509  18.36482  13.44155
N  16.66226  17.39878  12.55861
C  17.85332  16.81818  12.59922
C  15.08440  19.01810  13.36308
C  14.57136  19.51127  14.61548
C  13.34005  20.16114  14.65970
C  12.60648  20.37267  13.48778
C  13.10678  19.86855  12.30220
C  14.27239  19.13237  12.25158
H  19.83259  16.55854  13.48166
H  19.19947  18.27733  15.30526
H  17.13047  19.43588  15.20796
H  18.02040  16.08033  11.81405
H  15.19678  19.33710  15.49436
H  12.98098  20.47996  15.63930
H  11.61135  20.81246  13.57852
H  12.56701  20.03897  11.38622
Cl  15.12282  12.77512  15.18097
C  14.03840  13.65134  14.21076
C  12.71608  13.16620  14.01590
C  11.93477  13.77794  13.03413
C  12.49935  14.79379  12.30088
N  13.72782  15.32665  12.49691
C  14.48547  14.77148  13.48815
H  12.34709  12.33030  14.61271
H  10.92695  13.46487  12.86972
H  11.84711  15.34129  11.44535
H  15.50943  15.16782  13.60718
N  12.18647  11.93256  5.78872
C  12.49457  13.23721  6.11508
C  13.56939  13.52473  6.99917
N  13.91304  14.76552  7.30228
C  13.12594  15.74902  6.81632
C  11.99918  15.41983  6.04669
N  11.68910  14.19034  5.63435
H  12.93058  11.24568  6.03132
H  11.82189  11.84385  4.84132
H  14.15826  12.70627  7.40943
H  13.47659  16.75361  6.99999
H  11.36273  16.18755  5.65692
N  15.24530  12.79710  10.66844
C  16.37966  12.04616  10.55268
C  17.06106  11.54533  11.69791
C  18.21988  10.79783  11.54168
C  18.70389  10.50423  10.22724
C  18.04814  11.07923  9.07248
C  16.87717  11.76813  9.25045
S  20.26298  9.62665  10.08224
O  20.80399  9.88878  8.75666
O  19.71237  8.26372  10.25724
O  21.02842  10.01426  11.28287
H  14.96900  13.16970  11.58784
H  14.91774  13.37242  9.87926
H  16.75710  11.82560  12.71433
H  18.74206  10.43935  12.43040
H  18.56089  10.92934  8.13232
H  16.30339  12.10357  8.38884
C  8.21700  13.23889  8.85068
C  9.34585  12.65030  9.47725
C  10.13854  13.37441  10.30506
C  9.91902  14.78967  10.43226
C  10.71706  15.66346  11.16324
C  10.43128  16.95118  11.36396
C  9.43795  17.58174  10.57174
C  8.64377  16.76772  9.80532
C  8.73403  15.35401  9.82723
C  7.85306  14.54477  9.10373
H  7.59985  12.66288  8.16522
H  9.62157  11.60159  9.28264
H  10.94327  12.90612  10.85766
H  11.01737  17.53108  12.11560
H  9.33503  18.68120  10.56254
H  7.93712  17.24504  9.14880
H  6.93317  14.96595  8.75492

Force components x, y, z for each atom (eV/Å):
Rb 0.0 0.4 -0.1
C 0.8 -0.5 0.1
C 0.8 -0.1 0.3
N 0.5 0.0 -0.6
C 0.6 -0.6 0.4
C -0.1 0.4 -0.1
N 0.2 -0.6 -0.1
C 0.4 1.4 -0.6
C 0.5 -1.3 1.0
C 0.5 1.7 -1.1
C 0.8 0.0 0.4
C 0.3 1.2 -0.4
N 0.3 0.1 -0.5
C -1.7 -0.6 0.2
C -0.6 1.7 0.2
N 1.2 -1.4 0.6
C -0.5 0.1 -0.2
C -0.4 0.3 0.2
N 0.0 0.2 -0.4
C -1.4 -1.8 0.9
C 0.2 0.3 0.1
C 0.9 -0.3 0.1
N -0.9 1.4 -0.8
C 0.8 0.2 0.4
C -0.3 -0.1 -0.3
H -0.9 0.9 -0.1
H -0.4 0.2 0.2
H -0.6 -0.6 0.0
H -0.9 -0.1 0.0
H -0.2 -0.9 0.4
H 0.0 -0.6 -0.3
H 0.1 -0.4 -0.2
H 0.1 0.3 0.1
H -0.1 0.0 -0.3
H -0.1 -0.1 0.3
H 0.5 -0.7 -0.1
H 0.0 0.0 0.3
C -0.2 -0.1 0.3
C -0.3 0.3 0.7
C -0.1 -0.4 -0.7
C 0.7 -0.2 0.3
N 0.1 0.1 0.0
C 0.7 -0.4 -0.7
C -2.0 1.2 2.6
C 0.5 -0.1 -1.1
C 0.6 -0.2 0.7
C -0.2 -0.2 0.7
C -0.3 0.2 0.8
C 1.5 -1.0 -2.3
H -0.5 0.3 -0.1
H 0.4 -0.1 -0.3
H 0.0 -0.1 -0.3
H 0.0 -0.1 0.1
H -0.6 0.3 0.2
H -0.1 0.0 -0.3
H 0.2 0.2 -0.2
H -0.5 0.1 -0.3
Cl 0.5 -0.2 0.7
C -1.4 0.4 -1.2
C 0.9 0.6 -0.1
C 0.7 -0.3 1.1
C 3.8 -0.1 1.5
N -0.8 -1.4 1.1
C -0.4 -0.1 -0.8
H 0.2 0.2 -0.2
H -0.4 -0.1 -0.1
H 0.3 -0.4 0.2
H -0.7 -0.1 0.0
N 0.9 -1.0 -0.1
C -0.1 0.2 0.6
C -0.4 0.2 -0.5
N -0.6 0.0 0.0
C -0.1 -1.1 -0.3
C 0.9 0.5 -0.1
N 0.8 -0.3 0.8
H -1.0 0.8 -0.5
H 0.1 -0.1 0.5
H 0.0 0.1 0.0
H -0.4 0.2 0.1
H -0.2 0.5 0.0
N -2.0 1.4 0.5
C 1.4 -0.9 -0.2
C -0.2 0.6 -0.7
C 0.1 -0.4 -1.6
C -0.4 2.2 -0.1
C 1.6 -1.5 2.4
C -0.7 0.3 0.8
S -1.5 -1.7 1.7
O 0.2 0.4 0.4
O 0.8 0.2 -0.5
O 0.1 0.3 -1.5
H 0.4 -0.4 -0.9
H 0.5 -0.6 0.7
H -0.2 -0.1 -0.5
H 0.1 0.0 -0.5
H -0.3 0.0 -0.2
H 0.1 0.2 0.1
C -0.6 0.2 0.0
C -0.1 -0.7 -0.6
C 0.2 1.1 0.1
C -1.4 -0.8 -0.5
C -2.0 0.4 -1.2
C 0.5 2.1 0.8
C -0.2 -0.2 0.2
C -0.2 0.7 0.4
C 1.6 0.5 0.2
C 0.8 -1.2 -0.1
H 0.1 -0.1 0.3
H -0.4 0.5 0.1
H 0.1 0.0 -0.3
H -0.2 -0.3 -0.9
H 0.0 -0.8 0.0
H -0.4 -0.1 -0.1
H -0.3 0.1 -0.5

Mulliken atomic charge list, values in e, 5 entries: 0.906, -0.403, -0.294, -0.124, 0.650

Energy above the lowest of the compared OMol25 structures with the same formula, charge and spin per entry: 198.6 285.0 kJ/mol